(1)
81
Properties=species:S:1:pos:R:3 method="wB97M-V/def2-TZVPD" largest_force_ev_per_a=1.597 multiplicity=6 charge=+1 lumo_energy_ev="-3.39 / -3.39" mol_weight_da=734.88 s_squared=8.7672 homo_lumo_gap_ha="0.18603 / 0.20598"
Ru -1.93 -2.01 -0.98
C -3.91 0.11 -1.90
N -4.03 -0.84 -0.78
C -4.12 -0.17 0.52
C -3.69 -1.11 1.65
N -2.29 -1.53 1.50
C -1.34 -0.45 1.78
C -1.95 -2.72 2.24
C -2.59 -3.10 3.41
C -2.21 -4.25 4.08
C -1.19 -5.05 3.59
C -0.54 -4.68 2.43
C -0.91 -3.53 1.75
S -0.05 -3.11 0.29
C -5.16 -1.72 -1.04
C -6.45 -1.20 -1.11
C -7.51 -2.00 -1.50
C -7.30 -3.32 -1.84
C -6.04 -3.86 -1.73
C -4.96 -3.07 -1.32
S -3.41 -3.86 -1.10
H -4.79 0.76 -1.98
H -3.81 -0.46 -2.82
H -3.02 0.73 -1.76
H -5.15 0.16 0.73
H -3.48 0.71 0.50
H -4.32 -2.00 1.64
H -3.83 -0.58 2.61
H -1.55 0.02 2.75
H -1.39 0.30 1.00
H -0.33 -0.86 1.81
H -3.40 -2.51 3.81
H -2.72 -4.52 5.00
H -0.91 -5.95 4.11
H 0.24 -5.30 2.02
H -6.63 -0.16 -0.88
H -8.50 -1.57 -1.55
H -8.12 -3.94 -2.17
H -5.85 -4.90 -1.97
F 0.77 4.38 -0.03
C 1.40 3.21 -0.33
C 0.60 2.13 -0.63
C 1.18 0.90 -0.99
C 0.35 -0.17 -1.50
O -0.92 -0.10 -1.41
C 1.07 -1.27 -2.09
C 2.41 -1.37 -1.91
N 3.15 -0.45 -1.24
C 4.46 -0.80 -0.78
C 4.70 -0.81 0.71
C 4.60 -2.10 -0.04
C 2.58 0.77 -0.93
C 3.36 1.87 -0.59
C 2.79 3.13 -0.33
N 3.67 4.21 -0.10
C 3.17 5.43 0.53
C 4.39 6.32 0.82
N 5.58 5.43 0.89
C 5.93 4.92 -0.47
C 4.61 4.54 -1.15
C 0.41 -2.35 -2.97
O 1.14 -2.92 -3.76
O -0.83 -2.53 -2.83
H -0.47 2.23 -0.65
H 2.93 -2.23 -2.31
H 5.27 -0.50 -1.43
H 3.88 -0.54 1.35
H 5.67 -0.50 1.08
H 3.70 -2.69 0.10
H 5.49 -2.69 -0.19
H 4.43 1.78 -0.55
H 2.66 5.15 1.45
H 2.46 5.98 -0.10
H 4.27 6.86 1.76
H 4.56 7.05 0.03
H 5.29 4.62 1.44
H 6.38 5.89 1.33
H 6.58 4.05 -0.35
H 6.47 5.69 -1.02
H 4.75 3.69 -1.82
H 4.24 5.38 -1.76

(2)
12
Properties=species:S:1:pos:R:3 method="wB97M-V/def2-TZVPD" largest_force_ev_per_a=1.066 e_above_lowest_kcal_mol=106.0 charge=-1 lumo_energy_ev="4.57 / 4.56" mol_weight_da=75.09 homo_lumo_gap_ha="0.20259 / 0.20166"
C 1.05 0.64 -1.07
C 0.51 -0.67 -0.59
N -0.31 -0.45 1.43
N -1.39 0.28 1.48
O -2.62 -0.12 1.21
H 1.62 0.55 -2.02
H 0.24 1.35 -1.26
H 1.72 1.07 -0.33
H -0.31 -1.06 -1.18
H 1.28 -1.42 -0.41
H -0.58 -1.43 1.46
H -1.21 1.27 1.27

(3)
5
Properties=species:S:1:pos:R:3 method="wB97M-V/def2-TZVPD" largest_force_ev_per_a=1.285 multiplicity=2 e_above_lowest_kcal_mol=11.7 charge=0 lumo_energy_ev="0.98 / -3.50" mol_weight_da=35.02 s_squared=0.7609 homo_lumo_gap_ha="0.48053 / 0.29971"
O -0.87 -0.81 -0.02
H -0.42 -1.65 0.28
O 0.62 1.02 0.25
H 0.74 1.31 -0.67
H -0.08 0.12 0.16

(4)
15
Properties=species:S:1:pos:R:3 method="wB97M-V/def2-TZVPD" largest_force_ev_per_a=4.786 e_above_lowest_kcal_mol=75.6 charge=+1 lumo_energy_ev="-4.17 / -4.17" mol_weight_da=122.18 homo_lumo_gap_ha="0.30879 / 0.30876"
C -1.77 -0.09 -0.13
N -1.25 1.41 0.13
N 1.81 -0.37 -1.02
N 1.55 -0.48 1.16
N -0.74 -0.92 -0.10
N 0.97 -0.02 0.01
S -3.33 -0.32 -0.40
H -0.73 1.49 0.94
H -0.78 1.74 -0.74
H 1.64 -0.01 -1.88
H 2.60 -1.05 -0.99
H 1.80 -1.51 1.37
H 1.06 -0.08 2.00
H -0.73 -1.84 -0.53
H -2.09 2.03 0.18

(5)
58
Properties=species:S:1:pos:R:3 method="wB97M-V/def2-TZVPD" largest_force_ev_per_a=1.405 multiplicity=3 e_above_lowest_kcal_mol=0.0 charge=+2 lumo_energy_ev="-6.56 / -7.28" mol_weight_da=666.29 s_squared=2.0146 homo_lumo_gap_ha="0.25960 / 0.29154"
W -0.07 0.31 0.23
O 4.44 -2.41 -0.01
C 3.30 -1.77 0.22
O 2.23 -2.29 0.43
C 3.56 -0.28 0.27
O 2.47 0.41 0.85
C 2.51 0.36 2.29
C 1.13 0.27 2.88
O 0.84 0.64 3.97
O 0.28 -0.36 2.04
H 4.27 -3.37 0.00
H 3.71 0.08 -0.74
H 4.47 -0.09 0.83
H 3.02 1.24 2.67
H 3.05 -0.54 2.61
C -3.41 2.00 2.44
C -3.97 0.86 2.99
C -3.56 -0.39 2.53
C -2.60 -0.45 1.55
N -2.01 0.66 1.07
C -2.42 1.86 1.48
C -2.17 -1.68 0.86
C -2.80 -2.91 0.90
C -2.36 -3.92 0.06
C -1.32 -3.68 -0.82
C -0.72 -2.43 -0.82
N -1.13 -1.47 0.03
C 0.35 -1.96 -1.71
C 0.91 -2.70 -2.73
C 1.88 -2.11 -3.53
C 2.24 -0.79 -3.29
C 1.62 -0.10 -2.27
N 0.71 -0.69 -1.48
H -3.73 2.98 2.74
H -4.72 0.93 3.77
H -4.00 -1.30 2.92
H -1.95 2.72 1.03
H -3.64 -3.06 1.56
H -2.84 -4.89 0.08
H -0.98 -4.44 -1.51
H 0.59 -3.72 -2.90
H 2.33 -2.67 -4.33
H 2.97 -0.29 -3.91
H 1.84 0.94 -2.06
C 0.37 3.74 3.44
N 0.41 4.23 2.07
C 0.50 3.46 0.99
N 0.52 4.04 -0.22
O 0.55 2.20 1.11
H 0.52 4.59 4.10
H 1.16 3.02 3.62
H -0.59 3.28 3.67
H 0.35 5.23 1.92
H 0.56 5.03 -0.35
H 0.59 3.44 -1.03
O -2.17 2.80 -2.66
C -1.47 2.15 -1.98
N -0.74 1.52 -1.27

(6)
84
Properties=species:S:1:pos:R:3 method="wB97M-V/def2-TZVPD" largest_force_ev_per_a=4.014 multiplicity=4 e_above_lowest_kcal_mol=0.0 charge=+2 lumo_energy_ev="-5.66 / -7.22" mol_weight_da=648.52 s_squared=3.7631 homo_lumo_gap_ha="0.27693 / 0.21957"
N 4.84 2.19 3.09
C 3.66 2.79 3.24
C 2.43 2.13 3.04
C 2.47 0.75 2.73
C 3.72 0.12 2.58
C 4.88 0.89 2.79
C 1.28 -0.06 2.66
Co -0.47 -0.19 -0.85
P -2.24 -1.26 -1.20
C 1.26 -1.35 2.22
C 0.13 -2.24 2.38
C 0.26 -3.56 1.89
C -0.85 -4.40 1.74
C -2.11 -3.86 2.02
C -2.26 -2.64 2.69
C -1.13 -1.84 2.87
Br -3.68 -4.83 1.40
H 0.35 0.43 2.92
H 2.08 -1.72 1.60
H 1.47 2.65 3.20
H 3.81 -0.95 2.41
H 3.66 3.84 3.54
H 5.85 0.40 2.71
H 1.25 -3.92 1.64
H -1.21 -0.87 3.36
H -0.76 -5.44 1.43
H -3.22 -2.37 3.12
P 1.36 -0.22 -1.77
C -3.43 -0.72 0.08
C -4.65 -1.62 0.22
H -3.72 0.31 -0.16
H -2.87 -0.70 1.04
H -5.35 -1.15 0.92
H -5.18 -1.79 -0.72
H -4.38 -2.60 0.65
C -1.99 -3.05 -1.18
C -3.04 -3.89 -1.92
H -2.02 -3.27 -0.11
H -0.97 -3.28 -1.53
H -2.85 -4.94 -1.66
H -4.06 -3.65 -1.60
H -2.97 -3.78 -3.01
C -2.66 -0.77 -2.91
C -4.16 -0.81 -3.15
H -2.12 -1.49 -3.55
H -2.24 0.24 -3.09
H -4.33 -0.45 -4.17
H -4.55 -1.83 -3.08
H -4.72 -0.17 -2.46
C 1.40 1.14 -3.01
C 0.19 1.21 -3.93
H 2.33 0.97 -3.57
H 1.50 2.08 -2.44
H 0.49 1.67 -4.88
H -0.22 0.21 -4.17
H -0.63 1.82 -3.51
C 1.45 -1.81 -2.66
C 1.92 -2.99 -1.81
H 2.12 -1.60 -3.50
H 0.44 -2.00 -3.07
H 2.02 -3.87 -2.47
H 2.91 -2.79 -1.37
H 1.22 -3.24 -1.00
C 2.98 -0.09 -0.93
C 3.60 1.30 -0.79
H 3.65 -0.75 -1.51
H 2.86 -0.55 0.07
H 4.64 1.19 -0.46
H 3.59 1.85 -1.74
H 3.07 1.91 -0.04
C -1.34 5.95 -0.17
C -1.08 4.48 -0.27
C -2.06 3.65 -0.80
C -1.82 2.28 -0.89
N -0.67 1.75 -0.41
C 0.29 2.53 0.12
C 0.11 3.91 0.17
H -1.40 6.45 -1.15
H -2.31 6.12 0.32
H -0.56 6.44 0.42
H -3.00 4.04 -1.17
H -2.53 1.58 -1.35
H 1.19 2.03 0.46
H 0.90 4.52 0.59

Repeat the fourth record exactly.
15
Properties=species:S:1:pos:R:3 method="wB97M-V/def2-TZVPD" largest_force_ev_per_a=4.786 e_above_lowest_kcal_mol=75.6 charge=+1 lumo_energy_ev="-4.17 / -4.17" mol_weight_da=122.18 homo_lumo_gap_ha="0.30879 / 0.30876"
C -1.77 -0.09 -0.13
N -1.25 1.41 0.13
N 1.81 -0.37 -1.02
N 1.55 -0.48 1.16
N -0.74 -0.92 -0.10
N 0.97 -0.02 0.01
S -3.33 -0.32 -0.40
H -0.73 1.49 0.94
H -0.78 1.74 -0.74
H 1.64 -0.01 -1.88
H 2.60 -1.05 -0.99
H 1.80 -1.51 1.37
H 1.06 -0.08 2.00
H -0.73 -1.84 -0.53
H -2.09 2.03 0.18